(a)
Computed, not measured: a single C4H7NO4 molecule, with ωB97M-V/def2-TZVPD.

```
16
Properties=species:S:1:pos:R:3
C 0.94488 -1.20106 -0.16620
O -2.72009 -0.88941 -0.08181
C -1.74190 -0.28072 0.14808
O -1.22319 -0.24394 1.39782
H 2.02107 -0.45430 0.81438
H -2.04000 -0.94657 1.78192
O 0.34504 -2.12826 -0.55976
H -1.09515 1.63291 -0.61953
H 1.10621 0.36441 -1.46866
C 0.70684 0.16489 -0.57418
H -0.90144 0.33291 -1.73732
H 0.67666 1.49818 0.97146
C -0.88785 0.55004 -0.77398
O 1.96372 -1.27898 0.71527
N 1.34077 1.14943 0.35855
H 1.50443 1.73047 -0.20604
```

- M (g mol⁻¹) = 133.1
- charge = 0
- SMILES = N[C@H](CC(=O)O)C(=O)O
- frontier orbital gap (hartree) = 0.4022
- HOMO level (eV) = -10.471
- 2S+1 = 1

Atom charges from the Löwdin analysis, given in e for atoms 1 to 6:
1. C -0.53
2. O 0.14
3. C -0.59
4. O 0.05
5. H -0.07
6. H 0.26



(b)
Computed, not measured: 2 unconnected molecules or ions with the total composition C4H7NO4, with ωB97M-V/def2-TZVPD.

```
16
Properties=species:S:1:pos:R:3
C -0.99341 0.94582 1.04382
C -1.07876 1.26971 -0.41046
H 0.69720 -1.94648 -1.60922
N 2.08478 0.37056 0.05086
O 2.93933 0.07694 0.82871
O -0.29544 0.33386 -1.09921
C 0.06639 -0.62339 -0.09635
H -1.95212 0.99392 1.67700
H -2.11514 1.02896 -0.65406
O -0.56594 -0.41068 1.02896
H -0.29512 1.38005 1.80797
H -0.85094 2.30710 -0.61363
C 0.25457 -2.05223 -0.66932
O 2.06384 1.34764 -0.67348
H 0.79755 -2.58116 0.04517
H -0.75678 -2.44062 -0.65675
```

- M (g mol⁻¹) = 133.1
- charge = 0
- frontier orbital gap (alpha / beta) (hartree) = 0.3215 / 0.3214
- HOMO level (alpha / beta) (eV) = -8.226 / -8.225
- 2S+1 = 1

Atom charges from the Löwdin analysis, given in e for atoms 1 to 6:
1. C -0.12
2. C -0.16
3. H 0.08
4. N -0.32
5. O 0.00
6. O -0.02



How do the energies compare? Relative to the most stable structure, in kcal/mol: (a) 0.0; (b) 50.3.



(a)
Computed, not measured: a molecular structure, C4H7NO4, with ωB97M-V/def2-TZVPD.

```
16
Properties=species:S:1:pos:R:3
O -1.41227 -1.20701 -1.90072
H 0.23210 1.93435 -2.14684
H -0.96309 -0.39384 -2.39889
H 2.05147 -0.37995 2.24383
C -0.17175 -0.21625 -0.07911
C 0.02003 -0.18810 1.46915
O -0.66174 -0.98210 2.16344
H -2.63387 -0.49575 0.26694
O 2.07133 0.57980 0.29840
O -0.06059 0.66964 -2.16893
C -1.48304 -0.93797 -0.48319
H 1.29974 1.38283 2.14363
C 1.40507 0.38933 1.66473
H 1.28499 1.26754 -0.10030
N 0.32264 0.73511 -0.85118
H -1.30100 -2.15763 -0.12097
```

- M (g mol⁻¹) = 133.1
- charge = 0
- frontier orbital gap (hartree) = 0.2976
- HOMO level (eV) = -9.127
- 2S+1 = 1

Atom charges from the Löwdin analysis, given in e for atoms 1 to 6:
1. O -0.15
2. H 0.35
3. H 0.05
4. H 0.16
5. C -0.13
6. C -0.27



(b)
Computed, not measured: 2 unconnected molecules or ions with the total composition C4H7NO4, with ωB97M-V/def2-TZVPD.

```
16
Properties=species:S:1:pos:R:3
O 4.66305 -0.66142 0.64982
O -0.04849 -1.77842 0.00909
N 3.60418 -0.09042 0.48342
H -2.25320 2.03911 0.10577
H 2.33000 0.41505 -0.81659
H 0.77587 -1.90795 0.45498
O 0.58552 1.12096 -1.05097
C -0.38643 0.74982 -0.36203
C -1.83597 1.11528 -0.35293
H -2.15877 1.31357 -1.49358
H -2.85567 -0.88162 -0.19812
O 3.18693 -0.03249 -0.82312
C -2.15323 -0.24840 0.21700
H -2.54175 -0.17716 1.29254
H -0.33570 -0.41914 1.44043
C -0.57634 -0.55677 0.44427
```

- M (g mol⁻¹) = 133.1
- charge = 0
- SMILES = O=C1CC[C@H]1O.O=NO
- frontier orbital gap (hartree) = 0.3755
- HOMO level (eV) = -10.128
- 2S+1 = 1

Atom charges from the Löwdin analysis, given in e for atoms 1 to 6:
1. O 0.00
2. O 0.03
3. N -0.11
4. H 0.13
5. H 0.03
6. H 0.08



How do the energies compare? Relative to the most stable structure, in kcal/mol: (a) 124.7; (b) 0.0.



(a)
Computed, not measured: a single C26H39FN4O5S molecule, with ωB97M-V/def2-TZVPD.

```
76
Properties=species:S:1:pos:R:3
O 1.73110 2.26339 -1.76114
H 5.29884 0.87794 1.00787
C -3.86335 2.81557 0.53432
H -1.57754 2.55622 -2.38466
H -3.59294 3.42648 1.39217
H 1.47499 1.37733 -4.26208
O 1.15689 0.18391 -1.04122
C -4.01928 0.44984 -0.35195
H -1.72291 1.51875 1.12388
H -0.28257 1.55243 -4.38193
C 1.31988 -1.15911 2.50328
H 3.48705 2.09961 -0.23049
H 0.41165 0.37172 -3.26721
N -2.51751 1.00803 1.47343
C 1.89754 1.14602 -1.04950
H -0.81496 1.38854 -1.31057
H -0.17375 1.78578 2.46938
H 4.87093 -0.61092 1.86162
H -0.52536 -1.94144 1.69313
C -4.31288 -1.89147 -0.99431
C 1.13474 0.82016 3.84407
N 3.05864 1.19157 -0.34603
N -4.33276 -0.81486 -0.02135
H -4.46798 -1.43470 -1.97542
C -0.95456 -0.19902 2.90405
H 1.95689 -1.73308 1.83414
H 2.89342 -3.35099 -1.76881
C 3.45743 -2.42493 -1.72562
H -4.86856 3.07670 0.21645
O 2.94823 2.04815 2.26760
C -1.61355 -4.47314 -0.30481
H 5.09349 -0.41815 -1.18253
H 0.28867 -1.98203 -1.59786
C -0.70725 2.37162 -1.76168
C 0.54212 1.35845 -3.70240
H -0.86198 1.61102 4.08987
H -0.65887 3.12733 -0.97866
C 3.26016 0.25090 0.74114
H 6.36283 -1.04454 -0.10567
C 4.74412 -0.05956 0.92803
H 1.65323 1.74966 4.08322
C 0.56351 2.42579 -2.60974
H -1.94322 -0.93809 -1.80304
C -0.50225 -3.77930 -0.74510
H 0.00882 -0.42589 0.96246
H 2.72271 -0.65374 0.46090
H 4.07248 -2.32066 -2.61529
C -2.98215 -2.59790 -0.94456
C -3.80966 1.33996 0.89094
C -0.59651 -2.50934 -1.28453
S 4.52657 -2.55919 -0.26340
H 1.09692 0.18586 4.73349
C -2.35237 -0.01433 2.33078
H 2.78145 -1.58187 -1.62232
H -4.56939 1.08689 1.63902
H 1.65619 3.85164 -3.80526
H -5.13137 -2.58113 -0.77615
H -0.10244 4.04599 -3.86409
H -3.18579 3.01960 -0.29087
C 0.74095 3.81531 -3.22057
C 2.68106 0.88516 2.01205
C -0.27409 1.10884 3.32029
H -3.73138 -4.39417 -0.05176
F 0.71473 -4.36062 -0.64302
N 1.89078 0.13551 2.81001
O -3.27168 -0.75886 2.63438
C -0.07767 -0.96977 1.90580
C 5.29060 -0.89231 -0.22339
O -3.89318 0.86024 -1.48712
H 0.80452 4.56335 -2.43468
H -1.08078 -0.82612 3.79428
H -4.26738 -1.07737 0.95828
C -2.85526 -3.86862 -0.40147
C -1.84537 -1.92735 -1.38297
H -1.50001 -5.46191 0.11086
H 1.24645 -1.71478 3.44406
```

- M (g mol⁻¹) = 538.7
- charge = 0
- SMILES = CSCC[C@H](NC(=O)OC(C)(C)C)C(=O)N1CCC(C(=O)N[C@@H](C)C(=O)NCc2ccc(F)cc2)CC1
- frontier orbital gap (hartree) = 0.3413
- HOMO level (eV) = -8.610
- 2S+1 = 1

Atom charges from the Löwdin analysis, given in e for atoms 1 to 6:
1. O 0.05
2. H 0.12
3. C -0.03
4. H 0.09
5. H 0.08
6. H 0.09



(b)
Computed, not measured: a single C26H39FN4O5S molecule, with ωB97M-V/def2-TZVPD.

```
76
Properties=species:S:1:pos:R:3
S 3.54211 -0.03395 -0.79299
O -1.99876 3.30185 3.14782
C 2.23958 3.33457 3.88784
H -2.07534 -4.25914 -5.24360
H 0.76709 3.35527 5.43004
C 1.66531 0.62695 3.65273
C 3.43494 -1.80218 -0.39154
F 3.80948 3.11333 2.14910
H 1.47088 1.57434 -0.63313
H 0.49959 2.01353 1.59462
H 1.43018 -0.42238 3.55744
H 3.21528 -1.12891 -2.89035
H 1.01721 3.27428 -0.47330
H 3.41694 -1.87739 0.69086
H -1.29356 -5.84430 -5.14170
C 0.99585 1.39528 4.59757
C 0.85332 0.18557 -2.62688
H -3.02700 3.54945 -0.31892
H -1.93932 3.02330 -2.52630
C 0.62609 2.25256 -0.53992
H -1.58758 2.10449 4.70378
O -1.88243 -0.97482 4.16155
C 0.35873 -2.17242 -3.09911
C -1.34592 2.88687 0.87543
C -0.10019 0.80079 5.44493
N 0.45034 -0.88543 -3.50835
H -0.74768 -4.32573 -1.75093
C -1.35414 3.12206 -1.61085
H 3.14205 0.61903 2.07730
H -0.50996 0.89416 0.67497
H -5.11706 0.25445 2.43113
H 2.20059 0.81230 -4.17966
C 0.96874 -5.00369 -3.78591
C 2.20040 0.77111 -3.08823
N -0.25087 2.18221 -1.68763
H -0.51929 -4.52327 -6.03025
H -0.94991 4.13745 -1.54836
H 2.52191 -2.21255 -0.81309
H -3.70597 1.68966 4.00219
C 1.28920 2.75023 4.70421
C -2.12491 0.21271 4.19913
C -0.15836 1.92708 0.73053
C -1.12118 -4.77241 -5.16043
H -2.65573 1.83044 -0.49983
H -3.92147 -1.04576 2.64234
C 2.89192 2.54463 2.95805
H -2.67479 0.76621 1.42068
H 2.47492 4.38436 3.96066
N -2.73980 1.40257 2.19931
H 1.58137 -4.72446 -4.64076
O -1.08445 1.23233 -3.54910
O -0.25549 -2.90359 -4.03822
N -1.39532 1.12188 4.87106
H -2.21316 -4.13899 -2.72454
C -1.25570 -4.65091 -2.65464
C 3.36680 -0.08690 -2.61739
C -0.25301 1.24786 -2.65631
C 2.62113 1.19439 2.82642
C -2.21621 2.82276 -0.38158
H -0.12424 -0.59661 -4.29098
O 0.81538 -2.58070 -2.05283
C -2.06676 2.56742 2.17568
C -0.40284 -4.33561 -3.88334
H 4.31210 -2.31073 -0.78243
H 2.32296 1.78821 -2.71378
H -0.02707 -0.28817 5.47632
H 1.47346 -4.69575 -2.87436
H 4.30344 0.27296 -3.04330
H -0.95821 3.90537 0.98518
C -3.29993 0.85213 3.42578
H -4.86506 -0.48779 4.01789
C -4.37465 -0.17032 3.10225
H -1.43086 -5.72135 -2.59541
H 0.95317 -0.23933 -1.62227
H -0.05786 1.20050 6.46264
H 0.84955 -6.08337 -3.77494
```

- M (g mol⁻¹) = 538.7
- charge = 0
- SMILES = CSCC[C@H](NC(=O)OC(C)(C)C)C(=O)N1CCC(C(=O)N[C@@H](C)C(=O)NCc2ccc(F)cc2)CC1
- frontier orbital gap (hartree) = 0.3377
- HOMO level (eV) = -8.625
- 2S+1 = 1

Atom charges from the Löwdin analysis, given in e for atoms 1 to 6:
1. S 0.82
2. O 0.05
3. C 0.00
4. H 0.09
5. H 0.12
6. C -0.03



How do the energies compare? Relative to the most stable structure, in kcal/mol: (a) 0.0; (b) 5.9.



(a)
Computed, not measured: a single C5H10N2O4 molecule, with ωB97M-V/def2-TZVPD.

```
21
Properties=species:S:1:pos:R:3
O 3.00729 -1.48221 0.66231
H 3.27335 0.93469 -0.27022
H -3.34346 -1.05459 -0.01862
C 2.25168 1.07481 -0.05585
H 1.41682 -0.31390 -1.50203
H -2.95292 0.41020 -1.03880
C 1.93616 -1.42375 0.22292
N -0.16798 0.12422 -0.07504
O 1.05144 -2.40149 0.19003
C -2.59426 -0.34777 -0.23657
N -2.69652 0.52346 1.03903
H 2.03251 3.04393 -0.26673
H -3.67618 0.89999 1.04975
O 1.63962 2.18990 -0.60856
H 2.30460 1.19612 1.03869
C -1.16953 -0.73130 -0.52456
C 1.29684 -0.06569 -0.37136
H -0.45645 0.91003 0.38771
H -2.63867 0.11369 2.05167
O -0.91495 -1.66921 -1.29147
H 0.40062 -1.93114 -0.38230
```

- M (g mol⁻¹) = 162.1
- charge = 0
- SMILES = NCC(=O)N[C@@H](CO)C(=O)O
- frontier orbital gap (hartree) = 0.3746
- HOMO level (eV) = -9.730
- 2S+1 = 1

Atom charges from the Löwdin analysis, given in e for atoms 1 to 6:
1. O 0.16
2. H 0.11
3. H 0.09
4. C -0.25
5. H 0.19
6. H 0.16



(b)
Computed, not measured: 2 unconnected molecules or ions with the total composition C5H10N2O4, with ωB97M-V/def2-TZVPD.

```
21
Properties=species:S:1:pos:R:3
O -0.38990 0.98444 -1.74763
H -0.46646 -2.06684 -2.18951
C 0.70583 -0.43429 -0.22260
O 0.84208 1.90335 0.50203
C 1.52543 0.61335 0.59851
H -1.53935 -0.73701 -2.37694
H 2.62257 1.13749 2.28748
C -2.99425 -0.02161 0.02404
C -0.13251 -0.21525 -1.22911
N -0.78807 -1.20848 -1.96552
H 1.44128 0.01513 2.75222
O -2.22093 0.06867 0.86730
C 2.06189 0.21898 1.96344
O 0.98314 -1.74161 0.15365
H 2.48213 0.73174 -0.00795
N -3.86695 -0.07401 -0.77204
H 0.14603 1.79730 1.07838
H 1.07489 -1.73224 1.09963
H 2.82744 -0.58652 1.84132
H -3.99048 -0.23702 -1.68271
H -0.32382 1.58443 -0.97397
```

- M (g mol⁻¹) = 162.1
- charge = 0
- SMILES = C[C@H](O)/C(O)=C(/N)O.N=C=O
- frontier orbital gap (hartree) = 0.2919
- HOMO level (eV) = -7.312
- 2S+1 = 1

Atom charges from the Löwdin analysis, given in e for atoms 1 to 6:
1. O 0.07
2. H 0.06
3. C -0.23
4. O -0.02
5. C -0.31
6. H 0.06



How do the energies compare? Relative to the most stable structure, in kcal/mol: (a) 0.0; (b) 16.2.